Molecular formula: C5H15NO2
Method: DFT, ωB97M-V with the def2-TZVPD basis set

Computed properties:
- SMILES string = CNCC[C@H](C)O.O
- DFT total energy (Ha) = -404.7028
- multiplicity = 1
- energy relative to the best compared isomer or geometry (same formula, charge and spin) (kJ/mol) = 137.10

Positions of all 23 atoms, in Å:
C (1.4765, -0.6655, 0.3774)
C (0.3608, -0.8619, -0.6374)
C (-0.6140, -1.9759, -0.2539)
O (0.9654, -1.1523, -1.9025)
C (1.1985, 0.4232, 1.3881)
N (1.0931, 1.8051, 0.8944)
C (-0.2692, 2.3274, 0.8382)
H (2.3964, -0.5182, -0.1774)
H (1.6190, -1.5923, 0.9335)
H (-0.2389, 0.0376, -0.7819)
H (-0.7421, -2.1727, 0.8128)
H (-1.5886, -1.8921, -0.7552)
H (-0.3166, -2.9437, -0.6879)
H (0.3593, -1.6760, -2.4335)
H (0.3035, 0.1780, 1.9697)
H (1.9659, 0.4692, 2.1681)
H (1.5837, 1.9064, 0.0267)
H (-0.6020, 2.4413, 1.8709)
H (-0.9560, 1.6973, 0.2672)
H (-0.2174, 3.3088, 0.3636)
H (-3.0569, 1.0060, -0.7511)
H (-2.5454, -0.4457, -0.2847)
O (-3.3034, 0.1130, -0.4763)



Molecular formula: C5H15NO2
Method: DFT, ωB97M-V with the def2-TZVPD basis set

Computed properties:
- SMILES string = C=NCCCC.O.O
- DFT total energy (Ha) = -404.6979
- multiplicity = 1
- energy relative to the best compared isomer or geometry (same formula, charge and spin) (kJ/mol) = 150.04

Positions of all 23 atoms, in Å:
C (-2.6499, 0.0906, -0.2263)
C (-1.2263, 0.5822, 0.0519)
C (-0.6532, 0.1051, 1.3701)
C (0.2303, -1.1461, 1.2280)
C (2.4348, -0.3566, 1.3864)
N (1.5325, -0.7735, 0.6143)
H (-3.0932, 0.7141, -1.0021)
H (-2.6119, -0.9426, -0.5924)
H (-3.2699, 0.0785, 0.6729)
H (-0.5241, 0.2781, -0.6948)
H (-1.2281, 1.6643, 0.0164)
H (-0.0165, 0.8102, 1.9082)
H (-1.3648, -0.1102, 2.1682)
H (-0.2452, -1.7909, 0.4762)
H (0.3825, -1.7926, 2.0849)
H (3.4021, -0.1264, 0.9633)
H (2.3707, -0.1559, 2.4565)
H (0.9990, -1.4443, -1.4045)
H (1.9639, -1.7157, -2.5655)
O (1.1266, -1.2856, -2.3547)
H (0.4674, 1.8073, -2.5068)
H (1.4294, 2.7858, -1.8399)
O (0.5442, 2.7244, -2.2103)



Molecular formula: C5H15NO2
Method: DFT, ωB97M-V with the def2-TZVPD basis set

Computed properties:
- SMILES string = CC[C@@H](C)NCO.O
- DFT total energy (Ha) = -404.7114
- multiplicity = 1
- energy relative to the best compared isomer or geometry (same formula, charge and spin) (kJ/mol) = 114.52

Positions of all 23 atoms, in Å:
C (-1.7288, -0.0713, -0.3416)
C (-0.2673, -0.1727, 0.0585)
C (0.5076, -1.1009, -0.8834)
C (0.5737, -0.5620, -2.3308)
N (-0.0567, -0.5581, 1.4561)
C (-0.3186, 0.4945, 2.4093)
O (-1.5516, 0.3256, 3.1040)
H (-2.3089, 0.6042, 0.3070)
H (-1.9077, 0.4519, -1.2848)
H (-2.3060, -0.9819, -0.2816)
H (0.1565, 0.8126, -0.1255)
H (0.0652, -2.0951, -0.8097)
H (1.5531, -1.1913, -0.5840)
H (0.4476, -1.3818, -3.0393)
H (-0.2317, 0.1421, -2.5131)
H (1.5416, -0.1432, -2.5394)
H (-0.6404, -1.3562, 1.6735)
H (-0.3249, 1.4448, 1.8694)
H (0.4749, 0.5435, 3.1477)
H (-2.1836, 0.9531, 2.7392)
H (3.3515, 1.5134, -1.2593)
H (2.6424, 0.9548, 0.0412)
O (2.5124, 1.3738, -0.8134)



Molecular formula: C5H15NO2
Method: DFT, ωB97M-V with the def2-TZVPD basis set

Computed properties:
- SMILES string = C=C(N)CCC.O.O
- DFT total energy (Ha) = -404.6535
- multiplicity = 1
- energy relative to the best compared isomer or geometry (same formula, charge and spin) (kJ/mol) = 266.55

Positions of all 23 atoms, in Å:
C (-1.4706, -0.8207, 1.9636)
C (-1.8393, -0.8110, 0.5199)
C (-0.8693, 0.2502, -0.4601)
C (0.1753, -0.5449, -1.2560)
C (-0.2450, -1.6331, -1.9943)
N (1.4985, -0.0997, -1.2828)
H (-0.4166, -1.1459, 1.9971)
H (-2.1546, -1.5455, 2.4273)
H (-1.4202, 0.0668, 2.5478)
H (-1.8947, -1.7104, -0.0657)
H (-2.7419, -0.3181, 0.2201)
H (-1.5746, 0.6691, -1.2730)
H (-0.6039, 1.0953, 0.2546)
H (-1.2559, -2.0084, -2.0689)
H (0.4201, -2.2177, -2.6825)
H (1.7576, 0.6500, -0.5990)
H (1.6250, 0.1960, -2.2636)
H (0.0481, 3.7302, 1.2266)
H (-0.2691, 2.2643, 1.3155)
O (-0.1525, 3.0731, 1.8766)
H (4.0337, 0.3232, -0.9006)
H (3.4562, -0.0721, 0.4884)
O (3.8939, 0.6093, 0.0089)



Molecular formula: C5H15NO2
Method: DFT, ωB97M-V with the def2-TZVPD basis set

Computed properties:
- SMILES string = C=NCCCC.O.O
- DFT total energy (Ha) = -404.5962
- multiplicity = 1
- energy relative to the best compared isomer or geometry (same formula, charge and spin) (kJ/mol) = 417.10

Positions of all 23 atoms, in Å:
C (2.0816, -0.3232, -1.8014)
C (1.5193, -1.1649, -0.6537)
C (-0.0026, -0.9954, -0.1734)
C (-0.1958, -0.2385, 1.2400)
C (-2.6200, -0.1385, 0.9323)
N (-1.5790, 0.4587, 1.3441)
H (1.5413, -0.4916, -2.7418)
H (1.8913, 0.7631, -1.8908)
H (3.0928, -0.1716, -1.8348)
H (1.4495, -2.2500, -1.0821)
H (2.0390, -1.3134, 0.1935)
H (-0.6548, -0.4408, -0.9535)
H (-0.2871, -2.0351, 0.1256)
H (0.4766, 0.5514, 0.9871)
H (-0.0153, -0.8711, 2.1301)
H (-3.5585, 0.4520, 0.7626)
H (-2.4889, -1.1451, 0.6100)
H (1.0891, 2.5130, 2.8373)
H (-0.1762, 1.4133, 2.5522)
O (0.7358, 1.6107, 3.0289)
H (-1.8365, 1.7102, -2.3500)
H (-1.1980, 0.5546, -1.6416)
O (-1.3037, 1.5520, -1.6206)



Molecular formula: C5H15NO3
Method: DFT, ωB97M-V with the def2-TZVPD basis set

Computed properties:
- DFT total energy (Ha) = -479.8607
- multiplicity = 1
- energy relative to the best compared isomer or geometry (same formula, charge and spin) (kJ/mol) = 396.24

Positions of all 24 atoms, in Å:
C (-1.1693, 1.4287, -0.3291)
C (-2.1777, 0.8662, 0.6686)
N (-0.0559, 2.1269, 0.4888)
O (-0.5536, 0.5146, -1.1147)
H (-0.2847, -0.4741, -0.5593)
H (-1.6356, 2.2104, -0.9455)
H (0.5687, 2.6094, -0.1517)
H (-0.4085, 2.7925, 1.1725)
H (-1.6798, 0.1934, 1.3674)
H (-2.6733, 1.6624, 1.2292)
H (-2.9339, 0.3063, 0.1197)
C (1.3411, -0.9059, 0.7937)
C (-0.1779, -1.9756, -0.4143)
C (2.3288, -0.6266, -0.3093)
O (0.9045, 0.0509, 1.5329)
O (0.0646, -2.2271, -1.7990)
H (0.5152, 1.2150, 1.0022)
H (-0.1822, -1.4308, -2.2860)
H (1.4989, -1.8482, 1.3237)
H (0.2178, -2.8465, 0.1030)
H (-1.2529, -1.9775, -0.1662)
H (2.4336, -1.4877, -0.9674)
H (2.0117, 0.2290, -0.9049)
H (3.3003, -0.4058, 0.1458)



Molecular formula: C5H15NO3
Method: DFT, ωB97M-V with the def2-TZVPD basis set

Computed properties:
- SMILES string = CNCCCC=O.O.O
- DFT total energy (Ha) = -479.9415
- multiplicity = 1
- energy relative to the best compared isomer or geometry (same formula, charge and spin) (kJ/mol) = 183.86

Positions of all 24 atoms, in Å:
O (-1.2793, -0.6282, 3.1711)
C (-0.9640, -1.0324, 2.0780)
C (0.4011, -0.7279, 1.4929)
C (0.6805, -1.4879, 0.1788)
C (-0.3698, -1.2369, -0.8939)
C (-1.7955, 0.3716, -2.0083)
N (-0.5421, 0.1743, -1.2387)
H (-1.6131, -1.7517, 1.5479)
H (0.5393, 0.3355, 1.2991)
H (1.1414, -0.9832, 2.2421)
H (0.8306, -2.5494, 0.4000)
H (1.6225, -1.1936, -0.2513)
H (-0.1333, -1.8060, -1.7981)
H (-1.3402, -1.7043, -0.6404)
H (-2.1668, 1.3719, -1.7692)
H (-1.5137, 0.5086, -3.0525)
H (-2.5788, -0.3212, -1.7062)
H (-0.4937, 0.7695, -0.4282)
H (1.7588, 1.7697, -3.4413)
H (1.3281, 0.4601, -2.7494)
O (1.7962, 0.8136, -3.5211)
H (0.7084, 2.5988, 1.9129)
H (1.8688, 3.3316, 1.2755)
O (1.6733, 2.6065, 1.8928)



Molecular formula: C5H15NO4P
Method: DFT, ωB97M-V with the def2-TZVPD basis set

Computed properties:
- total charge = +1
- DFT total energy (Ha) = -896.3057
- multiplicity = 1
- energy relative to the best compared isomer or geometry (same formula, charge and spin) (kJ/mol) = 27.52

Positions of all 26 atoms, in Å:
C (1.4397, 0.5004, -2.1878)
C (1.3893, -2.3089, 0.3541)
C (-1.3227, -0.7628, 3.0411)
C (0.0882, 1.0738, -2.6194)
C (-1.4200, 0.9499, -0.7757)
N (-2.2910, 1.6768, -0.0411)
O (1.1855, 1.1092, 0.9821)
O (0.9616, -1.4268, 1.4177)
O (-0.7567, 0.1731, 2.1311)
O (-0.5574, 1.6320, -1.4380)
P (0.0665, -0.1467, 0.9173)
H (2.0973, 1.1862, -1.6402)
H (1.3630, -0.3735, -1.6200)
H (2.1042, 0.1398, -3.1165)
H (0.9649, -3.2622, 0.5384)
H (2.5004, -2.5537, 0.5896)
H (1.2703, -1.8661, -0.5443)
H (-1.4861, -1.7675, 2.6298)
H (-2.2740, -0.4028, 3.4069)
H (-0.6485, -0.6425, 3.9472)
H (-0.4421, 0.3409, -3.2587)
H (0.3528, 1.9937, -3.1511)
H (-1.7054, -0.0198, -1.0305)
H (1.9827, 0.9122, 0.4883)
H (-2.0074, 2.5986, 0.2358)
H (-2.8550, 1.2464, 0.7438)



Molecular formula: C5H15NOS
Method: DFT, ωB97M-V with the def2-TZVPD basis set

Computed properties:
- SMILES string = CNCCCCS.O
- DFT total energy (Ha) = -727.5849
- multiplicity = 1
- energy relative to the best compared isomer or geometry (same formula, charge and spin) (kJ/mol) = 264.57

Positions of all 23 atoms, in Å:
C (-0.5344, 0.0932, -0.1002)
C (-1.9919, -0.3274, 0.2903)
C (-3.1734, 0.3069, -0.3381)
S (-3.2936, -0.4787, -1.8955)
C (-0.0472, 1.5141, 0.4259)
N (1.0583, 1.9838, -0.3230)
C (2.4143, 1.9690, 0.1931)
H (0.0120, -0.7702, 0.1351)
H (-0.5246, 0.2392, -1.2064)
H (-2.1368, -1.4962, 0.3264)
H (-2.0569, -0.1494, 1.3168)
H (-2.9838, 1.4370, -0.5824)
H (-4.1556, -0.0224, 0.0953)
H (-2.3996, -0.0457, -2.7484)
H (0.2143, 1.5374, 1.5024)
H (-1.0419, 2.1065, 0.2099)
H (1.0194, 2.0144, -1.3226)
H (3.0630, 1.3038, -0.2337)
H (2.9596, 2.8524, -0.1872)
H (2.4074, 2.1164, 1.2572)
H (4.4012, -5.6053, 0.8329)
H (3.3780, -4.9076, 1.4577)
O (3.4121, -5.6712, 0.8946)



Molecular formula: C5H15NP
Method: DFT, ωB97M-V with the def2-TZVPD basis set

Computed properties:
- total charge = +1
- DFT total energy (Ha) = -595.2671
- multiplicity = 1
- energy relative to the best compared isomer or geometry (same formula, charge and spin) (kJ/mol) = 199.51

Positions of all 22 atoms, in Å:
C (1.5945, -0.9979, -1.1814)
C (-2.0677, -1.6060, 0.7469)
C (2.3157, 1.4967, 0.2042)
C (1.2916, -0.7128, 0.2249)
C (-1.5805, -0.5250, -0.2003)
N (1.6638, 0.3765, 0.8318)
P (-2.3594, 1.0032, -0.0424)
H (2.6255, -1.3592, -1.2582)
H (1.5192, -0.1128, -1.8101)
H (0.9446, -1.7793, -1.5670)
H (-2.1251, -1.2248, 1.7655)
H (-1.3721, -2.4455, 0.7329)
H (-3.0491, -2.0017, 0.4845)
H (2.3483, 2.3360, 0.8934)
H (3.3382, 1.2366, -0.0786)
H (1.7814, 1.7986, -0.6986)
H (0.8629, -1.4942, 0.8380)
H (-1.5659, -0.8364, -1.2454)
H (1.4708, 0.4690, 1.8215)
H (-1.7849, 1.9143, -0.8958)
H (-2.1146, 1.5156, 1.2180)
H (-3.7105, 1.3869, -0.1506)



Molecular formula: C5H15NS
Method: DFT, ωB97M-V with the def2-TZVPD basis set

Computed properties:
- DFT total energy (Ha) = -652.2704
- multiplicity = 1
- energy relative to the best compared isomer or geometry (same formula, charge and spin) (kJ/mol) = 425.47

Positions of all 22 atoms, in Å:
C (1.6002, -2.0369, -1.4436)
C (1.5097, -0.5960, -1.7960)
N (0.1255, -0.0673, -1.7189)
C (0.0774, 1.3951, -1.6906)
H (1.1032, -2.6567, -2.1871)
H (2.6286, -2.3969, -1.3370)
H (1.0386, -2.2100, -0.4764)
H (2.2454, 0.0609, -1.2188)
H (1.8021, -0.4846, -2.8627)
H (0.2017, -1.0444, -0.0401)
H (-0.4910, -0.3651, -2.4261)
H (0.5195, 1.7236, -0.7862)
H (-0.9943, 1.7183, -1.7656)
H (0.6740, 1.7414, -2.5649)
C (-1.3908, 1.4051, 2.9767)
C (-1.6854, -0.0578, 2.6034)
S (-0.7111, -0.7876, 1.4546)
H (-1.6976, 2.0749, 2.1789)
H (-0.3805, 1.5682, 3.2107)
H (-1.9421, 1.6622, 3.8793)
H (-2.7401, -0.0586, 2.4764)
H (-1.4928, -0.5877, 3.5342)



Molecular formula: C5H15NS
Method: DFT, ωB97M-V with the def2-TZVPD basis set

Computed properties:
- SMILES string = CCCN.CSC
- DFT total energy (Ha) = -652.4173
- multiplicity = 1
- energy relative to the best compared isomer or geometry (same formula, charge and spin) (kJ/mol) = 39.72

Positions of all 22 atoms, in Å:
C (1.9785, 1.6525, 2.5960)
S (1.5419, 1.7130, 0.8433)
C (2.4460, 0.2554, 0.2356)
H (2.9813, 2.0275, 2.6208)
H (1.9490, 0.6570, 3.0841)
H (1.3698, 2.3423, 3.1503)
H (2.2670, 0.1086, -0.8417)
H (3.5175, 0.4158, 0.3402)
H (2.0973, -0.6374, 0.7581)
C (-1.1181, -0.1920, -0.4342)
C (-2.0237, -1.2177, -1.1451)
C (-2.1736, -0.8290, -2.6098)
N (-0.9021, -0.5011, 0.9844)
H (-1.5985, 0.7840, -0.4226)
H (-0.1799, 0.0390, -0.9803)
H (-2.9995, -1.1550, -0.7035)
H (-1.6028, -2.1812, -1.0458)
H (-1.2457, -0.8707, -3.1648)
H (-2.6186, 0.1604, -2.6443)
H (-2.8720, -1.5229, -3.1018)
H (-0.4766, 0.3002, 1.3862)
H (-0.3370, -1.3487, 1.0947)



- multiplicity of number 4 (C5H15NO2)?
  1